Below is C25H23IN5O2PtS as an isolated structure, with properties calculated with ωB97M-V/def2-TZVPD.

Calculated values
**Orbital gap (alpha / beta)**: 4.64 / 4.64 eV
**HOMO level (alpha / beta)**: -16.8022 / -16.8022 eV
**Charge**: +3
**Multiplicity**: 1
**LUMO level (alpha / beta)**: -12.166 / -12.164 eV
**Energy**: -59998.842 eV

Last column: Löwdin charge in e.
Atoms and positions in Å:
Pt1 0.21 0.33 0.17  1.487
C1 4.73 -5.29 -3.13  -0.009
C2 4.22 -3.98 -2.63  -0.202
C3 5.09 -3.02 -2.09  0.014
C4 4.63 -1.80 -1.67  -0.031
C5 3.26 -1.53 -1.78  -0.323
C6 2.36 -2.45 -2.33  -0.029
C7 2.86 -3.67 -2.75  0.010
S1 2.71 0.02 -1.30  0.729
O1 1.39 0.33 -1.87  -0.362
O2 3.72 1.00 -1.20  -0.203
N1 2.05 -0.10 0.34  -0.192
C8 2.58 -0.28 1.59  -0.225
C9 3.91 -0.46 1.95  0.091
C10 4.24 -0.56 3.30  0.016
C11 3.28 -0.48 4.28  0.081
C12 1.91 -0.29 3.96  -0.111
C13 0.86 -0.24 4.89  0.096
C14 -0.44 -0.09 4.44  0.029
C15 -0.69 0.03 3.08  -0.045
N2 0.28 -0.07 2.17  -0.027
C16 1.58 -0.21 2.60  -0.141
H1 5.76 -5.46 -2.81  0.094
H2 4.70 -5.30 -4.22  0.114
H3 4.11 -6.10 -2.77  0.104
H4 6.15 -3.24 -2.02  0.136
H5 5.32 -1.04 -1.31  0.124
H6 1.32 -2.21 -2.44  0.121
H7 2.18 -4.39 -3.19  0.138
H8 4.67 -0.51 1.18  0.134
H9 5.27 -0.69 3.59  0.141
H10 3.56 -0.59 5.32  0.150
H11 1.07 -0.31 5.95  0.154
H12 -1.27 -0.04 5.13  0.141
H13 -1.69 0.21 2.71  0.122
I1 -2.50 5.30 2.11  1.039
C17 -0.99 4.45 0.97  -0.703
C18 -0.08 5.22 0.24  -0.057
C19 0.90 4.59 -0.50  0.015
C20 0.95 3.21 -0.53  -0.091
N3 0.08 2.48 0.16  -0.093
C21 -0.88 3.07 0.90  -0.223
H14 -0.14 6.30 0.27  0.128
H15 1.62 5.16 -1.08  0.140
H16 1.70 2.69 -1.12  0.100
H17 -1.57 2.43 1.42  0.089
C22 -2.38 2.18 -1.69  0.029
C23 -2.69 0.99 -0.86  -0.338
N4 -1.87 0.24 -0.12  -0.109
C24 -2.62 -0.84 0.34  -0.120
C25 -3.89 -0.72 -0.11  -0.017
N5 -3.91 0.43 -0.85  0.150
H18 -1.32 2.44 -1.65  0.061
H19 -2.96 3.04 -1.37  0.108
H20 -2.62 1.97 -2.73  0.113
H21 -2.18 -1.64 0.92  0.114
H22 -4.76 -1.34 0.02  0.144
H23 -4.70 0.80 -1.35  0.193

Below is C25H23MoN5O7 as an isolated structure, with properties calculated with ωB97M-V/def2-TZVPD.

Calculated values
**Orbital gap (alpha / beta)**: 6.38 / 6.41 eV
**HOMO level (alpha / beta)**: -6.9332 / -6.9598 eV
**Multiplicity**: 1
**LUMO level (alpha / beta)**: -0.552 / -0.554 eV
**Energy**: -49934.399 eV

Last column: Löwdin charge in e.
Atoms and positions in Å:
Mo1 0.29 -0.46 0.83  1.950
O1 -0.18 1.39 1.32  -0.222
C1 0.74 2.23 1.75  -0.323
C2 0.90 3.51 1.20  0.003
C3 1.82 4.40 1.73  -0.052
C4 2.54 4.06 2.87  -0.082
C5 2.39 2.82 3.44  -0.027
C6 1.52 1.87 2.89  -0.139
C7 1.29 0.59 3.47  -0.033
N1 0.74 -0.40 2.81  -0.136
C8 0.21 -1.50 3.57  -0.184
C9 -1.25 -1.63 3.09  -0.209
N2 -1.15 -1.78 1.66  -0.184
C10 -1.54 -2.96 1.12  -0.114
C11 -0.76 -3.55 0.15  -0.063
C12 -1.15 -4.16 -1.17  -0.183
C13 -0.09 -5.12 -1.62  -0.006
C14 1.10 -4.55 -1.79  -0.008
C15 1.14 -3.11 -1.45  -0.065
C16 0.49 -2.74 -0.08  -0.543
O2 1.25 -2.34 0.90  -0.119
H1 0.34 3.76 0.31  0.104
H2 1.97 5.36 1.26  0.110
H3 3.25 4.77 3.29  0.101
H4 2.96 2.55 4.33  0.113
H5 1.56 0.43 4.52  0.138
H6 0.27 -1.33 4.65  0.119
H7 0.74 -2.42 3.29  0.120
H8 -1.78 -0.70 3.34  0.111
H9 -1.76 -2.48 3.55  0.119
H10 -2.44 -3.44 1.50  0.122
H11 -2.16 -4.56 -1.19  0.154
H12 -0.31 -6.15 -1.82  0.108
H13 1.98 -5.06 -2.14  0.109
H14 2.10 -2.60 -1.57  0.159
O3 -1.15 -3.07 -2.19  0.053
C17 -0.05 -2.28 -2.01  -0.325
O4 -0.22 -1.58 -0.73  -0.244
C18 0.30 -1.11 -2.89  -0.145
C19 -0.33 -0.52 -3.97  0.014
C20 0.03 0.80 -4.27  -0.051
C21 0.88 1.51 -3.44  -0.013
C22 1.44 0.82 -2.36  -0.164
N3 1.23 -0.46 -2.20  0.148
C23 2.12 1.41 -1.10  -0.566
O5 2.80 2.41 -1.16  0.069
O6 1.82 0.73 -0.06  -0.161
H15 -1.09 -1.04 -4.53  0.114
H16 -0.44 1.29 -5.10  0.105
H17 1.08 2.56 -3.59  0.115
C24 -1.69 3.50 -1.73  -0.061
N4 -2.56 2.62 -1.00  0.029
C25 -2.23 1.33 -0.74  -0.606
N5 -3.18 0.59 -0.10  0.181
O7 -1.17 0.84 -1.11  0.009
H18 -2.15 3.80 -2.68  0.086
H19 -0.76 2.96 -1.93  0.066
H20 -1.47 4.40 -1.15  0.080
H21 -3.43 2.99 -0.65  0.135
H22 -3.93 1.06 0.39  0.098
H23 -2.84 -0.27 0.30  0.083

Below is C25H23N3O4S as an isolated structure, with properties calculated with ωB97M-V/def2-TZVPD.

Calculated values
**Orbital gap**: 7.12 eV
**HOMO level**: -7.7598 eV
**Multiplicity**: 1
**LUMO level**: -0.642 eV
**Energy**: -49773.298 eV

Last column: Löwdin charge in e.
Atoms and positions in Å:
C1 -0.87 -2.74 -1.82  0.054
H1 -1.72 -3.27 -1.98  0.063
O1 -1.09 -1.28 -1.94  0.015
C2 -0.20 -0.50 -1.72  -0.525
C3 1.10 -0.96 -1.68  0.039
C4 1.95 0.14 -1.17  -0.073
C5 3.28 -0.15 -0.80  -0.600
C6 4.19 1.04 -0.81  0.010
C7 3.64 2.35 -0.73  -0.439
N1 2.47 2.54 -0.86  0.103
C8 1.52 1.78 -1.12  -0.137
C9 0.12 1.97 -1.47  0.105
C10 -0.64 0.70 -1.75  0.033
H2 -1.69 1.18 -1.78  0.137
H3 -0.10 2.89 -1.45  0.022
C11 4.52 3.45 -0.20  -0.033
H4 5.07 3.20 0.71  0.065
H5 3.99 4.35 -0.27  0.036
H6 5.50 3.64 -1.12  0.167
H7 5.23 0.89 -0.38  0.118
S1 3.97 -1.70 -1.09  0.957
C12 3.57 -2.06 0.91  -0.212
C13 2.20 -1.99 1.09  -0.600
O2 1.36 -2.94 0.94  0.010
N2 1.79 -0.76 1.33  0.114
N3 0.54 -0.75 1.91  0.082
C14 0.11 -0.10 2.89  -0.297
O3 0.91 1.00 3.40  -0.195
C15 -1.46 -0.07 3.36  -0.116
O4 -2.15 -0.49 2.24  -0.133
C16 -2.60 0.61 1.22  -0.137
C17 -2.26 1.79 1.15  -0.128
C18 -2.76 2.76 0.38  -0.007
C19 -3.72 2.18 -0.58  0.005
C20 -4.11 0.88 -0.63  -0.357
C21 -4.94 0.68 -1.57  -0.015
C22 -5.29 -0.84 -1.84  0.156
C23 -4.77 -1.74 -0.48  -0.088
C24 -3.92 -1.29 0.23  -0.111
C25 -3.65 0.15 0.39  -0.063
H8 -3.40 -2.10 1.08  0.199
H9 -5.19 -2.73 -0.57  0.089
H10 -6.10 -1.25 -2.39  0.049
H11 -5.45 1.04 -2.28  0.033
H12 -4.24 3.07 -1.33  0.190
H13 -2.32 3.69 0.40  0.084
H14 -1.41 2.07 2.02  0.196
H15 -1.34 -0.98 4.04  0.157
H16 -1.71 0.99 3.59  0.131
H17 -0.29 -1.40 1.57  0.229
H18 2.42 -0.15 1.89  0.182
H19 4.07 -3.14 0.78  0.122
H20 4.45 -1.44 1.30  0.114
H21 1.49 -1.88 -1.51  0.030
H22 -0.29 -3.10 -0.87  0.134
H23 -0.26 -2.91 -2.55  0.033

Below is C25H23N4O2S2Tl as an isolated structure, with properties calculated with ωB97M-V/def2-TZVPD.

Calculated values
**Orbital gap**: 7.54 eV
**HOMO level**: -13.7604 eV
**Charge**: +2
**Multiplicity**: 1
**LUMO level**: -6.225 eV
**Energy**: -62703.587 eV

Last column: Löwdin charge in e.
Atoms and positions in Å:
Tl1 -0.60 -0.93 0.22  1.229
S1 0.82 1.44 3.80  1.115
C1 -0.84 1.81 3.67  -0.369
C2 -1.45 1.15 2.65  -0.188
C3 -0.53 0.31 1.96  -0.311
C4 0.74 0.36 2.47  -0.521
C5 1.90 -0.38 1.96  -0.283
C6 3.16 -0.34 2.55  -0.004
C7 4.19 -1.08 2.00  -0.016
C8 3.95 -1.85 0.87  -0.022
C9 2.68 -1.85 0.33  -0.094
N1 1.69 -1.13 0.86  0.023
H1 -1.29 2.51 4.37  0.085
H2 -2.49 1.26 2.41  0.108
H3 3.33 0.26 3.44  0.113
H4 5.17 -1.05 2.45  0.127
H5 4.73 -2.44 0.41  0.121
H6 2.43 -2.44 -0.54  0.129
C10 -4.62 -5.46 1.43  0.018
N2 -3.62 -4.51 0.96  -0.068
C11 -2.21 -4.84 0.78  0.012
C12 -1.66 -3.49 0.43  -0.469
O1 -0.47 -3.20 0.17  -0.021
N3 -2.61 -2.56 0.46  0.130
C13 -3.77 -3.20 0.80  -0.358
N4 -4.91 -2.55 0.95  0.251
H7 -4.35 -6.45 1.07  0.107
H8 -5.59 -5.21 1.02  0.097
H9 -4.66 -5.47 2.52  0.110
H10 -2.06 -5.55 -0.04  0.161
H11 -1.75 -5.25 1.68  0.162
H12 -4.95 -1.57 0.73  0.136
H13 -5.77 -3.03 1.16  0.127
O2 -0.17 0.26 -1.56  -0.586
S2 -0.33 1.81 -1.33  1.088
C14 -0.25 2.48 -2.95  -0.390
C15 -1.16 3.48 -3.25  -0.071
C16 -1.11 4.07 -4.51  -0.047
C17 -0.18 3.64 -5.43  -0.037
C18 0.72 2.62 -5.12  -0.040
C19 0.70 2.04 -3.87  -0.052
C20 1.21 2.28 -0.59  -0.388
C21 1.20 3.39 0.23  -0.066
C22 2.38 3.79 0.83  -0.048
C23 3.55 3.06 0.62  -0.043
C24 3.54 1.94 -0.20  -0.053
C25 2.37 1.53 -0.82  -0.078
H14 -1.89 3.80 -2.52  0.114
H15 -1.81 4.86 -4.76  0.120
H16 -0.15 4.10 -6.41  0.121
H17 1.44 2.30 -5.86  0.120
H18 1.39 1.25 -3.61  0.113
H19 0.28 3.95 0.40  0.122
H20 2.40 4.66 1.47  0.120
H21 4.47 3.38 1.09  0.119
H22 4.45 1.38 -0.37  0.119
H23 2.34 0.66 -1.46  0.109